Record 1
Density functional theory data (wB97M-V/def2-TZVPD) for 5 unconnected molecules or ions with the total composition C32H74BO4 in a non-equilibrium geometry.

Structure (XYZ):
```
111
Properties=species:S:1:pos:R:3:mulliken_charge:R:1
C 3.95 2.94 0.48 -1.309
C 3.45 1.76 -0.36 0.077
O 2.05 1.75 -0.26 -0.352
C 1.45 0.44 -0.23 0.527
C 0.81 0.12 -1.62 -0.781
O -0.39 -0.51 -1.33 -0.652
B -0.86 0.35 -0.19 0.967
C -2.23 -0.18 0.53 -0.975
C -3.42 0.75 0.31 -0.302
C -3.26 2.10 0.98 -0.508
O -4.06 3.12 0.35 -0.427
C -3.42 3.72 -0.76 -0.201
O 0.37 0.44 0.64 -0.656
H 5.02 2.86 0.67 0.399
H 3.72 3.86 -0.05 0.379
H 3.38 2.93 1.40 0.252
H 3.91 0.83 -0.02 0.083
H 3.77 1.97 -1.38 0.232
H 2.14 -0.32 0.15 0.084
H 1.42 -0.45 -2.32 0.339
H 0.62 1.12 -2.05 0.236
H -1.14 1.45 -0.71 -0.400
H -2.48 -1.13 0.04 0.279
H -2.11 -0.42 1.59 0.261
H -3.58 0.89 -0.76 0.155
H -4.32 0.29 0.72 0.361
H -2.22 2.42 1.01 0.327
H -3.62 2.03 2.01 0.332
H -2.38 3.43 -0.87 0.192
H -3.94 3.48 -1.69 -0.211
H -3.46 4.81 -0.65 0.315
C 8.71 -2.21 3.31 -1.189
C 7.34 -2.22 3.99 0.034
C 6.18 -2.44 3.01 -1.026
C 6.02 -1.36 1.94 -0.697
C 5.83 0.05 2.48 -0.106
C 4.57 0.21 3.32 -1.155
H 8.79 -1.40 2.58 0.333
H 9.50 -2.07 4.05 0.290
H 8.89 -3.15 2.79 0.279
H 7.19 -1.29 4.54 0.207
H 7.32 -3.02 4.73 0.238
H 5.25 -2.53 3.58 0.332
H 6.32 -3.41 2.51 0.422
H 5.17 -1.62 1.32 0.323
H 6.89 -1.38 1.28 0.373
H 5.78 0.74 1.64 0.030
H 6.70 0.36 3.07 0.379
H 3.68 -0.04 2.73 0.182
H 4.46 1.25 3.66 0.363
H 4.58 -0.42 4.21 0.388
C -4.27 4.96 -4.94 -1.033
C -5.77 4.73 -4.82 -0.448
C -6.13 3.26 -4.56 -0.424
C -5.72 2.29 -5.66 -0.530
C -6.29 2.60 -7.04 -0.451
C -7.81 2.54 -7.10 -0.952
H -3.84 4.41 -5.78 0.286
H -4.06 6.02 -5.10 0.387
H -3.76 4.65 -4.03 0.146
H -6.28 5.09 -5.72 0.273
H -6.16 5.33 -3.99 0.353
H -7.21 3.19 -4.39 0.340
H -5.66 2.94 -3.62 0.117
H -6.03 1.28 -5.37 0.193
H -4.63 2.26 -5.73 0.354
H -5.89 1.88 -7.76 0.365
H -5.95 3.58 -7.38 0.268
H -8.17 1.55 -6.80 0.059
H -8.17 2.74 -8.11 0.405
H -8.27 3.28 -6.43 0.280
C -8.46 -1.20 -4.78 -1.124
C -9.13 -2.57 -4.90 -0.478
C -9.72 -2.83 -6.28 -0.706
C -10.84 -1.87 -6.70 -0.508
C -12.03 -1.81 -5.75 -0.370
C -12.77 -3.14 -5.62 -1.201
H -9.17 -0.39 -4.94 0.249
H -8.03 -1.07 -3.79 0.443
H -7.66 -1.10 -5.51 0.284
H -9.90 -2.67 -4.13 0.274
H -8.39 -3.34 -4.69 0.353
H -10.10 -3.86 -6.32 0.324
H -8.93 -2.78 -7.03 0.360
H -11.19 -2.16 -7.69 0.382
H -10.42 -0.86 -6.81 0.146
H -12.73 -1.06 -6.11 0.369
H -11.71 -1.47 -4.76 0.251
H -13.13 -3.48 -6.59 0.294
H -13.62 -3.05 -4.95 0.373
H -12.12 -3.92 -5.21 0.282
C 12.62 -1.29 9.48 -1.187
C 11.82 -2.59 9.47 -0.417
C 11.37 -3.01 8.07 -0.840
C 10.43 -2.02 7.38 -0.188
C 9.14 -1.71 8.14 -0.482
C 8.25 -2.93 8.36 -1.136
H 12.03 -0.45 9.11 0.286
H 12.95 -1.04 10.50 0.378
H 13.52 -1.38 8.86 0.292
H 10.96 -2.49 10.14 0.237
H 12.44 -3.39 9.89 0.365
H 10.89 -3.99 8.14 0.354
H 12.25 -3.15 7.44 0.386
H 10.17 -2.43 6.40 -0.014
H 10.96 -1.09 7.18 0.371
H 8.58 -0.96 7.58 0.375
H 9.38 -1.25 9.11 0.314
H 7.97 -3.37 7.40 0.205
H 7.34 -2.64 8.88 0.381
H 8.75 -3.69 8.96 0.312
```

Total charge   -1
HOMO level   -4.32 eV
Frontier orbital gap   0.23703 Ha
Lowest unoccupied orbital energy   2.1273 eV



Record 2
Density functional theory data (wB97M-V/def2-TZVPD) for 3 unconnected molecules or ions with the total composition C9H27BrO8P3 in a non-equilibrium geometry.

Structure (XYZ):
```
48
Properties=species:S:1:pos:R:3:mulliken_charge:R:1
C 4.71 -2.18 -0.59 -0.846
C 3.83 -3.45 -1.24 -0.226
Br 3.67 -3.19 -3.24 -0.088
C 2.38 -3.65 -0.48 -0.517
P 0.97 -2.56 -1.16 0.092
H 5.17 -2.44 0.46 0.326
H 5.58 -1.90 -1.36 0.350
H 3.98 -1.24 -0.52 0.183
H 4.45 -4.44 -1.02 0.389
H 2.58 -3.34 0.66 0.321
H 2.09 -4.79 -0.52 0.371
H -0.28 -3.18 -0.70 0.237
H 1.03 -1.24 -0.57 0.203
H 0.88 -2.52 -2.60 0.191
C -5.36 1.48 -2.34 -0.719
O -4.00 1.63 -1.96 -0.289
P -3.00 0.34 -2.51 0.906
O -3.46 -0.53 -1.34 -0.619
O -1.62 1.14 -2.06 -0.275
C -1.66 2.44 -1.49 -0.552
O -1.99 -0.95 -3.06 -0.202
C -2.62 -1.76 -4.04 -0.808
H -5.93 2.33 -1.97 0.253
H -5.44 1.44 -3.43 0.310
H -5.78 0.56 -1.91 0.300
H -2.19 2.43 -0.54 0.281
H -2.11 3.15 -2.19 0.277
H -0.63 2.76 -1.31 0.233
H -2.86 -1.15 -4.92 0.333
H -3.53 -2.20 -3.63 0.359
H -1.94 -2.56 -4.34 0.216
C 2.57 1.20 1.88 -0.662
O 2.05 2.14 2.80 -0.349
P 0.43 1.77 3.31 0.947
O -0.12 2.38 2.02 -0.546
O 0.47 2.94 4.47 -0.295
C 1.61 3.74 4.70 -0.541
O -1.18 1.39 3.82 -0.282
C -1.56 0.07 3.47 -0.680
H 3.59 1.49 1.62 0.317
H 2.59 0.21 2.34 0.312
H 1.96 1.18 0.97 0.208
H 1.85 4.34 3.83 0.248
H 2.46 3.11 4.99 0.258
H 1.39 4.42 5.54 0.265
H -0.90 -0.64 3.97 0.301
H -1.52 -0.07 2.39 0.268
H -2.59 -0.10 3.81 0.245
```

Total charge   +1
HOMO level   -11.40 eV
Frontier orbital gap   0.23749 Ha
Lowest unoccupied orbital energy   -4.9368 eV



> Which of these has the highest lowest unoccupied orbital energy?

C32H74BO4



> Among the records above, which one has the lowest lowest unoccupied orbital energy?

C9H27BrO8P3



> What is the formula in the second record?

C9H27BrO8P3